111
Properties=species:S:1:pos:R:3 method="wB97M-V/def2-TZVPD" relative_energy_kcal_mol=29.7 homo_energy_ev=-2.16 largest_force_ev_per_a=0.98 charge=-2
Cs 0.7598 0.0990 1.7310
O -0.3669 7.4313 2.5077
C -0.9320 6.8584 3.5893
O -1.3557 7.5455 4.4788
C -0.9816 5.3655 3.6114
C -0.1298 4.5698 2.8552
C -0.2213 3.1874 2.8899
C -1.1567 2.5724 3.7260
C -2.0228 3.3779 4.4745
C -1.9334 4.7536 4.4231
N -1.2100 1.1663 3.7396
C -1.6469 0.4815 4.7079
C -1.6198 -1.0017 4.6844
C -2.0776 -1.7149 5.7850
C -1.9961 -3.1008 5.7542
C -1.4459 -3.7163 4.6449
C -0.9941 -2.9191 3.5949
N -1.0945 -1.5982 3.6130
H -0.2322 6.7741 1.8162
H 0.6318 5.0052 2.2187
H 0.4376 2.6511 2.2147
H -2.7913 2.9157 5.0813
H -2.6030 5.3773 5.0000
H -2.0387 0.9352 5.6275
H -2.4859 -1.1952 6.6430
H -2.3511 -3.6901 6.5903
H -1.3567 -4.7925 4.5834
H -0.5447 -3.3416 2.6999
O 8.4887 0.2619 3.7766
C 7.9350 0.5362 2.6900
O 8.4316 0.9375 1.6208
C 6.3898 0.3942 2.6928
C 5.7171 0.0162 3.8505
C 4.3407 -0.0801 3.8246
N 3.5936 0.1915 2.7502
C 4.2355 0.5478 1.6309
C 5.6243 0.6389 1.5636
C 3.4047 0.8921 0.3883
O 3.5657 0.1840 -0.6177
O 2.5990 1.8702 0.4963
H 6.2920 -0.1935 4.7423
H 3.7943 -0.3879 4.7131
H 6.1179 0.9125 0.6410
F -2.5303 6.1931 0.6383
C -1.9173 5.1098 0.0950
C -0.7499 5.2978 -0.6161
C -0.1217 4.1837 -1.1669
C -0.6531 2.9084 -1.0085
C -1.8257 2.7686 -0.2616
C -2.4744 3.8642 0.2916
Sb 0.1952 1.0936 -1.8153
C 1.5559 1.9903 -3.1974
C 2.7980 2.4321 -2.7398
C 3.7175 2.9856 -3.6221
C 3.3800 3.0729 -4.9563
F 4.2739 3.6104 -5.8260
C 2.1702 2.6306 -5.4485
C 1.2555 2.0887 -4.5534
C -1.4163 0.8012 -3.2138
C -2.4035 1.7375 -3.5089
C -3.4832 1.4113 -4.3221
C -3.5559 0.1325 -4.8344
F -4.6180 -0.1932 -5.6156
C -2.5974 -0.8240 -4.5774
C -1.5306 -0.4789 -3.7595
H -0.3560 6.2983 -0.7503
H 0.7936 4.3173 -1.7324
H -2.2588 1.7822 -0.1139
H -3.3805 3.7632 0.8750
H 3.0514 2.3175 -1.6917
H 4.6885 3.3238 -3.2854
H 1.9559 2.7093 -6.5063
H 0.3003 1.7398 -4.9276
H -2.3440 2.7387 -3.0982
H -4.2607 2.1280 -4.5534
H -2.6977 -1.8230 -4.9810
H -0.7917 -1.2382 -3.5290
C -0.3893 -7.6702 0.8090
C -1.3897 -6.8150 1.2555
C -1.3846 -5.4793 0.8770
C -0.3967 -4.9406 0.0387
C 0.5950 -5.8284 -0.3961
C 0.6039 -7.1661 -0.0205
Si -0.3234 -3.0408 -0.2925
C -2.1537 -2.7359 -0.8901
C -2.6472 -1.4285 -0.8123
C -3.8881 -1.0616 -1.3180
C -4.7013 -2.0184 -1.9081
C -4.2564 -3.3332 -1.9768
C -3.0061 -3.6787 -1.4772
C 0.5394 -3.0009 -2.0252
C 1.6545 -2.1745 -2.2060
C 2.2551 -2.0141 -3.4532
C 1.7602 -2.6995 -4.5532
C 0.6726 -3.5532 -4.3951
C 0.0750 -3.6941 -3.1492
H -0.3854 -8.7137 1.1020
H -2.1793 -7.1934 1.8970
H -2.1834 -4.8328 1.2331
H 1.3809 -5.4605 -1.0479
H 1.3913 -7.8202 -0.3790
H -2.0245 -0.6690 -0.3444
H -4.2142 -0.0281 -1.2632
H -5.6684 -1.7436 -2.3131
H -4.8831 -4.0927 -2.4326
H -2.6826 -4.7123 -1.5503
H 2.0681 -1.6221 -1.3672
H 3.1040 -1.3471 -3.5506
H 2.2185 -2.5731 -5.5275
H 0.2848 -4.1006 -5.2482
H -0.7855 -4.3489 -3.0510


13
Properties=species:S:1:pos:R:3 method="wB97M-V/def2-TZVPD" relative_energy_kcal_mol=79.5 homo_energy_ev=-8.56 largest_force_ev_per_a=1.54 charge=0
O 0.4584 0.0195 1.6861
C -0.8111 0.3362 1.1466
C -0.7631 0.7158 -0.3197
O -0.7649 -0.4550 -1.1422
C 0.2815 -1.1884 -1.4622
N 1.4876 -0.8085 -0.9707
H 0.6846 -0.8878 1.4430
H -1.5227 -0.4942 1.2603
H -1.1904 1.1891 1.7149
H -1.6809 1.2264 -0.6177
H 0.0886 1.3784 -0.5270
H 2.0307 -1.0736 -1.7785
H 1.7016 0.0421 -0.4328


12
Properties=species:S:1:pos:R:3 method="wB97M-V/def2-TZVPD" relative_energy_kcal_mol=116.7 homo_energy_ev=-9.59 largest_force_ev_per_a=4.69 charge=0
C -1.7023 0.4908 0.3551
C -1.0102 -0.7104 -0.1338
C 2.2730 0.4071 0.0753
H -2.8716 0.1423 0.6328
H -0.9210 0.9337 1.2964
H 0.8876 -1.5297 -0.6397
H 2.7132 1.3982 0.5326
N 0.3558 -0.5837 -0.6674
O 0.9821 0.5997 -0.1952
F -2.0342 1.7358 -0.7377
S -1.8326 -2.0606 -0.2186
S 3.1603 -0.8233 -0.2997


13
Properties=species:S:1:pos:R:3 method="wB97M-V/def2-TZVPD" relative_energy_kcal_mol=121.3 homo_energy_ev=-15.37 largest_force_ev_per_a=3.99 charge=+1
C 3.4070 -1.6555 2.2494
C 2.8242 -1.0223 1.3288
C 1.5820 0.6524 0.1001
C -2.5352 1.2928 -0.6452
N 2.3198 -0.0751 0.7355
N 1.1151 1.3673 -0.7100
H 3.7931 -2.5781 2.2283
H 3.5485 -1.3563 3.2694
H -3.0826 2.0092 -1.2321
H -3.2938 0.7449 -0.1365
H -1.8734 0.6073 -1.3580
H 0.1789 1.6369 -0.8624
H -1.8787 1.7974 -0.0355